A single C3H8N2OS molecule in a non-equilibrium geometry, computed with wB97M-V/def2-TZVPD.

HOMO level: -9.038 eV
energy relative to the best compared isomer or geometry (same formula, charge and spin): 49.9 kcal/mol

Geometry (Å):
S: 0.2936 -0.3391 -2.4839
O: -0.2310 -2.0869 0.2394
N: 0.6133 1.6428 1.7990
N: 0.0070 1.5462 0.5619
C: -0.8856 0.2385 -1.1980
C: -0.1821 0.3662 0.1073
C: 0.2562 -0.8821 0.8362
H: 0.9695 2.5993 1.9260
H: -0.1467 -0.8618 1.8569
H: -1.3104 1.2319 -1.4795
H: -0.6271 -0.8549 -3.3150
H: 1.4004 0.9783 1.9564
H: -1.6955 -0.4684 -1.0890
H: 0.1932 -2.1717 -0.6226
H: 1.3451 -0.9384 0.9047